Entry 1:
9 unconnected molecules or ions with the total composition C26H74N4O9 at a distorted geometry. Source: OMol25; level of theory: the ωB97M-V functional and the def2-TZVPD basis.

The geometry in XYZ format:
```
113
C26H74N4O9 | OMol25 | the ωB97M-V functional and the def2-TZVPD basis
C -3.448 3.318 1.469
O -2.852 4.297 0.623
C -2.403 3.788 -0.612
C -2.150 4.936 -1.566
C -2.031 4.435 -2.997
N -0.892 5.642 -1.217
H -3.259 2.309 1.102
H -4.527 3.500 1.493
H -3.049 3.493 2.469
H -1.494 3.164 -0.546
H -3.125 3.081 -1.050
H -3.010 5.603 -1.442
H -1.784 5.239 -3.692
H -2.906 3.893 -3.367
H -1.171 3.762 -3.084
H -0.695 5.433 -0.239
H -1.095 6.634 -1.262
C 4.224 -0.874 0.419
O 4.904 -0.745 -0.808
C 6.296 -1.005 -0.743
C 7.047 -0.063 0.168
C 6.884 1.417 -0.172
N 8.475 -0.470 0.152
H 4.020 0.091 0.887
H 4.760 -1.515 1.130
H 3.288 -1.423 0.272
H 6.432 -2.022 -0.358
H 6.672 -0.891 -1.761
H 6.766 -0.198 1.217
H 7.516 2.065 0.432
H 5.846 1.729 0.007
H 7.046 1.626 -1.233
H 8.749 -0.607 -0.819
H 9.086 0.262 0.493
C -2.026 -4.154 -0.729
O -2.329 -4.841 0.466
C -1.939 -4.079 1.595
C -2.657 -4.658 2.822
C -2.273 -3.904 4.082
N -2.305 -6.065 3.020
H -2.483 -3.162 -0.719
H -2.501 -4.659 -1.581
H -0.965 -4.149 -0.985
H -0.853 -4.185 1.723
H -2.193 -3.016 1.506
H -3.717 -4.491 2.618
H -1.195 -3.905 4.265
H -2.771 -4.343 4.945
H -2.566 -2.850 4.052
H -1.294 -6.123 3.079
H -2.588 -6.619 2.221
C -3.834 -0.460 -0.659
O -3.431 0.270 -1.789
C -2.577 -0.489 -2.616
C -2.178 0.375 -3.794
C -3.293 0.498 -4.835
N -0.906 -0.039 -4.428
H -4.570 -1.236 -0.909
H -4.321 0.188 0.071
H -2.983 -0.950 -0.171
H -1.692 -0.824 -2.059
H -3.089 -1.409 -2.944
H -2.043 1.380 -3.377
H -4.252 0.868 -4.467
H -3.515 -0.523 -5.177
H -3.051 1.108 -5.705
H -0.754 0.639 -5.169
H -1.095 -0.904 -4.933
C -0.669 5.160 3.525
C 0.149 4.246 2.620
O 0.366 4.953 1.384
H -1.609 5.331 3.001
H -0.115 6.089 3.643
H -0.865 4.717 4.501
H -0.432 3.350 2.384
H 1.123 3.973 3.026
H 1.291 4.889 1.139
C -0.344 0.598 0.644
C -0.013 -0.822 1.104
O -0.143 -1.726 0.012
H 0.564 1.024 0.211
H -0.683 1.303 1.406
H -1.143 0.527 -0.092
H -0.645 -1.133 1.942
H 1.005 -0.901 1.511
H 0.350 -1.289 -0.707
C 2.294 1.223 -3.017
C 2.207 -0.287 -2.788
O 0.929 -0.664 -2.320
H 1.755 1.769 -2.238
H 1.781 1.492 -3.945
H 3.320 1.586 -3.080
H 2.968 -0.553 -2.063
H 2.381 -0.764 -3.758
H 0.218 -0.419 -2.944
C -2.614 0.463 4.066
C -3.824 -0.236 3.488
O -4.756 -0.462 4.556
H -2.931 1.300 4.690
H -1.907 0.949 3.386
H -2.014 -0.231 4.657
H -3.666 -1.186 2.974
H -4.306 0.388 2.724
H -5.533 0.076 4.395
C 4.293 -4.134 -1.161
C 3.284 -4.430 -0.072
O 2.000 -4.007 -0.492
H 4.294 -3.087 -1.454
H 4.014 -4.806 -1.979
H 5.326 -4.440 -0.977
H 3.588 -3.949 0.869
H 3.284 -5.492 0.201
H 1.545 -3.582 0.240
```

Output
- max |F| (eV/A) = 1.88
- Kohn-Sham gap (Ha) = 0.3428
- SMILES = COC[C@H](C)N.COC[C@H](C)N.COC[C@H](C)N.COC[C@H](C)N.CCO.CCO.CCO.CCO.CCO
- ΔE to the lowest compared entry with this formula, charge and spin (kcal per mole) = 27.0
- DFT total energy (a.u.) = -1931.05430
- charge = 0

---

Entry 2:
A single C2H3NO2 molecule at a distorted geometry. Source: OMol25; level of theory: the ωB97M-V functional and the def2-TZVPD basis.

The geometry in XYZ format:
```
8
C2H3NO2 | OMol25 | the ωB97M-V functional and the def2-TZVPD basis
C -0.227 0.168 0.065
C 0.777 -0.781 -0.305
N -0.263 1.476 0.218
O 0.158 2.449 -0.477
O 0.449 -2.070 -0.552
H -1.138 -0.183 0.682
H -0.993 1.626 1.039
H 1.237 -2.684 -0.670
```

Output
- max |F| (eV/A) = 3.89
- Kohn-Sham gap (spin up / spin down) (Ha) = 0.2725 / 0.2933
- ΔE to the lowest compared entry with this formula, charge and spin (kcal per mole) = 142.4
- DFT total energy (a.u.) = -283.03111
- charge = 0